No. 1
Computed, not measured: a molecular structure, C43H71F3HgN11O17S in a non-equilibrium geometry, with ωB97M-V/def2-TZVPD.

Output
- orbital gap (eV) = 2.00
- net charge = +1
- electronic energy (a.u.) = -4412.9407
- E_HOMO (eV) = -10.530

Cartesian coordinates (Å):
Hg1 -18.3470 25.7464 24.2596
C1 -17.1335 23.5007 27.9548
F1 -17.9871 22.8725 28.7019
F2 -17.3179 24.8464 28.0119
F3 -15.8617 23.1860 28.2782
S1 -17.5296 22.9464 26.0873
O1 -18.0764 21.6021 26.1978
O2 -18.5854 23.9188 25.5830
O3 -16.3387 23.0700 25.2936
C2 -22.7850 21.1807 23.2017
O4 -22.4491 21.4766 22.1051
N1 -22.3637 21.8818 24.2944
C3 -22.6102 21.3420 25.5972
C4 -21.5758 23.0522 24.2323
H1 -23.2321 20.2149 23.4838
H2 -23.0791 22.1304 26.1860
H3 -21.7589 21.1033 26.2347
H4 -23.1437 20.3928 25.6485
H5 -20.5858 22.9274 24.6707
H6 -21.3768 23.4775 23.2486
H7 -22.1044 23.8620 24.7354
C5 -11.1616 22.9091 25.4831
O5 -12.1658 22.4047 25.0115
N2 -11.0999 23.2303 26.7866
C6 -9.9117 23.6416 27.5792
C7 -12.2585 22.9075 27.6377
H8 -10.2338 23.1793 24.9556
H9 -10.2047 24.5125 28.1656
H10 -9.0788 23.9272 26.9366
H11 -9.5814 22.8595 28.2628
H12 -11.9352 22.1624 28.3646
H13 -12.4846 23.8260 28.1794
H14 -13.2031 22.7967 27.1052
C8 -14.0931 26.0053 27.2335
O6 -13.4000 25.7999 26.2621
N3 -13.8968 27.0817 28.0980
C9 -12.7885 28.0312 27.8294
C10 -14.5651 27.1392 29.4097
H15 -14.9183 25.3772 27.6034
H16 -11.9529 27.5122 27.3598
H17 -12.4637 28.6330 28.6782
H18 -13.2219 28.7685 27.1537
H19 -15.3314 26.3688 29.4959
H20 -13.7500 26.9011 30.0931
H21 -14.9990 28.0810 29.7454
C11 -19.5455 27.6108 26.5276
O7 -18.5711 26.9135 26.2234
N4 -19.8397 27.9422 27.7839
C12 -20.9801 28.7849 28.1144
C13 -19.0075 27.5772 28.9278
H22 -20.2923 28.1228 25.9012
H23 -21.6795 28.3199 28.8092
H24 -21.5844 29.1477 27.2829
H25 -20.6464 29.7287 28.5456
H26 -19.4887 26.6885 29.3364
H27 -18.0483 27.2154 28.5577
H28 -18.9017 28.3608 29.6781
C14 -18.5804 18.2082 22.6041
O8 -18.8532 17.0302 22.7782
N5 -19.1981 19.2063 23.2705
C15 -19.0532 20.5740 22.7891
C16 -20.1189 19.0474 24.3705
H29 -17.7851 18.6659 21.9956
H30 -20.0368 21.0201 22.6422
H31 -18.4812 20.6901 21.8686
H32 -18.5710 21.1603 23.5713
H33 -21.1474 19.2790 24.0936
H34 -20.1724 17.9648 24.4848
H35 -19.8283 19.5539 25.2909
C17 -17.6061 23.0137 33.1390
O9 -18.4381 22.4575 33.8498
N6 -17.8143 23.7685 32.0248
C18 -19.1364 23.9967 31.4818
C19 -16.7798 24.6135 31.4028
H36 -16.5492 23.1480 33.4167
H37 -19.7371 24.8402 31.8221
H38 -19.7993 23.1521 31.6695
H39 -19.1166 24.2012 30.4114
H40 -16.8650 24.7738 30.3280
H41 -16.9105 25.5608 31.9259
H42 -15.8215 24.1560 31.6487
C20 -14.4314 20.6013 22.1532
O10 -14.6592 21.8072 22.1747
N7 -14.9371 19.6619 22.9615
C21 -14.5306 18.2574 23.0181
C22 -15.9744 20.1945 23.8918
H43 -13.7088 20.1668 21.4453
H44 -13.9963 17.9018 23.8991
H45 -13.9714 17.9659 22.1290
H46 -15.4279 17.6395 22.9838
H47 -16.5594 21.0514 23.5576
H48 -16.7004 19.4074 24.0954
H49 -15.3883 20.3938 24.7889
C23 -12.6467 19.2997 26.1152
O11 -11.9083 18.3635 25.8256
N8 -13.5380 19.3141 27.1024
C24 -13.7010 18.2361 28.0610
C25 -14.4127 20.4515 27.2924
H50 -12.6462 20.2538 25.5658
H51 -14.5934 17.6593 27.8179
H52 -13.8579 18.5583 29.0904
H53 -12.8324 17.5794 28.0120
H54 -15.4355 20.0932 27.1756
H55 -14.3014 20.7696 28.3290
H56 -14.2535 21.1546 26.4748
C26 -15.0341 20.0360 31.1113
C27 -13.9748 19.2431 31.5435
C28 -12.7572 19.8178 31.6242
C29 -12.4946 21.0966 31.1816
C30 -13.5694 21.9060 30.7321
C31 -14.8614 21.3437 30.7164
N9 -11.0755 21.7002 31.2349
O12 -10.1268 21.0226 31.4657
O13 -10.9770 22.8901 31.0719
H57 -15.9980 19.5661 30.9829
H58 -14.1805 18.2303 31.8569
H59 -11.9733 19.3557 32.2059
H60 -13.3912 22.9316 30.4445
H61 -15.6938 21.9148 30.3323
C32 -21.0923 23.7979 28.0081
C33 -21.4103 23.1476 29.1908
C34 -22.4566 23.6521 30.0184
C35 -23.1864 24.8148 29.7195
C36 -22.9040 25.3986 28.4690
C37 -21.9443 24.8821 27.6120
N10 -24.2646 25.2981 30.5380
O14 -24.4158 24.8132 31.6564
O15 -25.0060 26.1778 30.0829
H62 -20.2976 23.4287 27.3768
H63 -20.8630 22.2663 29.4911
H64 -22.6707 23.0478 30.8876
H65 -23.4898 26.2451 28.1424
H66 -21.8058 25.3973 26.6730
C38 -19.4477 18.5015 29.3374
C39 -19.0027 17.1692 29.4912
C40 -18.1821 16.5429 28.5570
C41 -17.7627 17.2323 27.4024
C42 -18.1291 18.5956 27.3243
C43 -19.0763 19.1536 28.1346
N11 -16.8402 16.6357 26.4841
O16 -16.3419 15.5462 26.7706
O17 -16.3915 17.2939 25.5424
H67 -20.1517 18.9234 30.0394
H68 -19.2920 16.6106 30.3692
H69 -17.9067 15.5041 28.6640
H70 -17.7092 19.2901 26.6117
H71 -19.4272 20.1427 27.8794

Forces on atoms 1 to 3 (eV/Å):
0.3 -1.0 1.6
0.5 0.1 -2.8
-0.2 -0.1 0.9



No. 2
Computed, not measured: 10 unconnected molecules or ions with the total composition C43H75BrCl20FN5O6PS in a non-equilibrium geometry, with ωB97M-V/def2-TZVPD.

Output
- orbital gap (eV) = 7.84
- net charge = +1
- electronic energy (a.u.) = -15025.2927
- ΔE to the lowest compared entry with this formula, charge and spin (kJ/mol) = 0.0
- E_HOMO (eV) = -10.492

Cartesian coordinates (Å):
C1 3.7391 -0.5187 0.0615
C2 2.9168 -1.8935 -0.0798
O1 2.1349 -2.0023 -1.3141
C3 1.0400 -1.0582 -1.2440
C4 -0.2702 -1.5362 -2.1102
O2 -1.4400 -1.0714 -1.5734
C5 -2.2077 -1.3050 -0.4534
C6 -1.6430 -2.2685 0.7478
C7 -0.5349 -3.3784 0.4866
C8 -0.0959 -4.2722 1.6965
C9 -0.8745 -3.8582 2.9916
C10 -1.9571 -2.7772 3.1023
N1 -2.3202 -2.0289 1.9697
C11 -2.1349 0.2619 0.1268
P1 -1.6114 1.4592 -1.3302
O3 -3.0275 2.1556 -2.0719
Br1 -0.2475 3.1196 -0.4848
C12 -3.2610 0.7990 1.0863
Cl1 -3.3399 2.6923 0.9278
N2 -3.0653 0.7477 2.5633
C13 -3.8762 1.6941 3.3920
C14 -1.7047 0.9714 3.0618
C15 -1.3201 0.2125 4.4560
O4 -0.8066 1.7238 2.6009
C16 -4.6909 0.1034 0.6150
N3 -5.5680 1.3508 0.5447
S1 -5.5562 -0.7966 2.0328
N4 -4.7047 -0.6182 -0.7003
C17 -6.1256 -0.7806 -1.1718
C18 -6.5647 0.2476 -2.3604
O5 -7.7894 0.5394 -2.4604
F1 -5.6921 0.8691 -3.2844
C19 -3.7457 -1.7729 -0.9406
C20 -3.6272 -1.9374 -2.5771
C21 -4.7395 -2.7658 -3.3868
C22 -5.4655 -1.9274 -4.5924
Cl2 -3.9832 -4.2086 -4.3505
N5 -3.9638 -3.0658 -0.3624
C23 -3.3525 -4.2939 -0.9778
C24 -5.1442 -3.5921 0.2541
C25 -5.0046 -4.1827 1.7749
O6 -6.2925 -3.8673 -0.2329
H1 4.5875 -0.4814 -0.7162
H2 3.1070 0.4330 -0.0478
H3 4.1575 -0.4967 1.1453
H4 2.2510 -2.0918 0.8430
H5 3.6692 -2.7742 -0.1180
H6 1.3914 -0.0442 -1.6637
H7 0.7384 -0.8743 -0.1402
H8 -0.0785 -1.0330 -3.1454
H9 -0.2188 -2.6697 -2.3789
H10 -0.0556 -3.5885 -0.5190
H11 0.6793 -5.1061 1.6518
H12 -0.6163 -4.4523 3.9447
H13 -2.4674 -2.5757 4.1157
H14 -1.0802 0.1822 0.6240
H15 -2.8494 2.3534 -3.0240
H16 -4.9475 1.8759 3.0486
H17 -3.3161 2.6601 3.7117
H18 -4.0074 1.1370 4.4125
H19 -0.4550 -0.5256 4.3287
H20 -0.9161 1.0627 5.1376
H21 -2.2369 -0.2153 4.9912
H22 -5.5576 1.7759 -0.3894
H23 -6.5173 1.1391 0.8860
H24 -4.6330 -1.2575 2.9467
H25 -4.3457 0.0998 -1.3931
H26 -6.4323 -1.7964 -1.5770
H27 -6.9440 -0.5833 -0.3745
H28 -2.6970 -2.5429 -2.9173
H29 -3.5129 -0.9104 -3.1046
H30 -5.5056 -3.3329 -2.7295
H31 -4.8999 -0.9688 -4.8495
H32 -6.5555 -1.7535 -4.2493
H33 -5.5439 -2.5440 -5.5636
H34 -4.1450 -4.8101 -1.6207
H35 -3.1401 -5.0224 -0.0966
H36 -2.3434 -4.1317 -1.4854
H37 -4.2535 -5.0694 1.7825
H38 -4.6070 -3.4204 2.5186
H39 -5.9928 -4.5904 2.1759
Cl3 4.1292 2.8934 -1.2706
C26 5.8294 3.4139 -1.3561
C27 6.7832 2.2367 -1.4429
Cl4 6.8279 1.2931 0.0694
H40 6.0368 4.0374 -0.4841
H41 5.9261 4.0354 -2.2488
H42 7.7989 2.5953 -1.6220
H43 6.5130 1.5595 -2.2556
Cl5 1.3236 3.4952 -4.1486
C28 0.3432 4.9373 -4.5069
C29 -1.1018 4.7666 -4.0780
Cl6 -1.9635 3.5590 -5.0694
H44 0.4253 5.1454 -5.5753
H45 0.7939 5.7700 -3.9632
H46 -1.6371 5.7110 -4.1953
H47 -1.1766 4.4601 -3.0328
Cl7 1.6844 7.3361 -7.4209
C30 2.0819 6.3209 -8.8304
C31 1.3142 5.0139 -8.8287
Cl8 1.8373 3.9289 -7.5157
H48 3.1606 6.1533 -8.8340
H49 1.8246 6.9000 -9.7196
H50 1.4865 4.4814 -9.7662
H51 0.2401 5.1790 -8.7235
Cl9 6.1868 2.2205 3.8170
C32 7.3988 3.5096 4.0351
C33 7.0042 4.7919 3.3297
Cl10 7.0545 4.6261 1.5555
H52 8.3566 3.1358 3.6799
H53 7.4799 3.6879 5.1080
H54 7.7024 5.5895 3.5922
H55 5.9995 5.1130 3.6110
Cl11 10.4553 2.6032 8.0008
C34 10.8356 1.7145 6.5044
C35 11.4382 2.6151 5.4421
Cl12 10.2584 3.7896 4.8031
H56 9.9198 1.2337 6.1529
H57 11.5478 0.9323 6.7745
H58 11.7745 2.0160 4.5955
H59 12.2948 3.1718 5.8271
Cl13 -8.8767 -7.8824 -4.3938
C36 -8.4234 -6.3038 -5.0825
C37 -7.0003 -5.9143 -4.7338
Cl14 -6.8081 -5.5549 -2.9988
H60 -9.1414 -5.5610 -4.7292
H61 -8.5280 -6.3898 -6.1660
H62 -6.7197 -5.0094 -5.2768
H63 -6.2918 -6.7021 -4.9965
Cl15 11.8190 -0.5100 4.4584
C38 12.1989 -1.3982 2.9614
C39 12.8004 -0.4986 1.8998
Cl16 11.6192 0.6750 1.2660
H64 11.2833 -1.8778 2.6104
H65 12.9111 -2.1810 3.2303
H66 13.1356 -1.0993 1.0519
H67 13.6578 0.0578 2.2833
Cl17 -9.2073 -2.5636 -1.5275
C40 -10.2056 -1.1319 -1.8934
C41 -11.6517 -1.3230 -1.4805
Cl18 -12.4825 -2.5374 -2.4846
H68 -10.1167 -0.9203 -2.9604
H69 -9.7717 -0.2954 -1.3445
H70 -12.1981 -0.3854 -1.6016
H71 -11.7342 -1.6331 -0.4370
Cl19 7.4857 2.9763 7.6099
C42 6.1831 2.0525 8.3981
C43 6.6130 0.6401 8.7426
Cl20 6.8598 -0.3611 7.2892
H72 5.3144 2.0585 7.7366
H73 5.9196 2.5920 9.3101
H74 5.8372 0.1509 9.3353
H75 7.5392 0.6317 9.3203

Forces on atoms 1 to 3 (eV/Å):
-0.2 -0.4 0.4
1.2 -0.3 0.3
-0.9 0.9 1.5



No. 3
Computed, not measured: a molecular structure, C43H76AsIrN4O3SSeSi2 in a non-equilibrium geometry, with ωB97M-V/def2-TZVPD.

Output
- 2S+1 = 5
- orbital gap (alpha / beta) (eV) = 6.82 / 5.82
- electronic energy (a.u.) = -7847.4862
- E_HOMO (alpha / beta) (eV) = -6.527 / -6.828

Cartesian coordinates (Å):
Ir1 0.1572 0.4288 -0.4359
C1 1.8193 -1.6071 6.7789
C2 1.7513 -2.7236 5.7239
C3 2.9442 -3.6701 5.9131
C4 0.4693 -3.5269 5.9501
C5 1.7957 -2.0824 4.3458
C6 0.7531 -2.1275 3.4408
C7 0.8282 -1.4463 2.2336
Se1 -0.8877 -1.3040 1.2801
C8 -1.2840 -2.6704 -0.0656
C9 -1.9946 -3.7790 0.3693
C10 -2.5287 -4.6698 -0.5456
C11 -2.2489 -4.4324 -1.8924
C12 -1.5729 -3.3316 -2.3757
C13 -1.1162 -2.3515 -1.4409
O1 -0.6091 -1.2371 -1.8180
C14 -1.3849 -3.2349 -3.8934
C15 -2.7531 -3.3536 -4.5881
C16 -0.7452 -1.9329 -4.3812
C17 -0.4944 -4.4001 -4.3643
C18 -3.4808 -5.7984 -0.1724
C19 -3.6833 -5.9383 1.3386
C20 -2.9654 -7.1385 -0.7167
C21 -4.8495 -5.4761 -0.7967
C22 1.9422 -0.6454 1.8730
O2 2.0025 0.0085 0.7573
C23 3.0010 -0.5776 2.8321
C24 2.9016 -1.3045 3.9978
C25 4.1960 0.3447 2.5914
C26 4.9590 -0.1163 1.3475
C27 5.1876 0.3783 3.7600
C28 3.6867 1.7769 2.3781
H1 1.7721 -2.0317 7.7800
H2 0.9863 -0.9169 6.6524
H3 2.7450 -1.0443 6.6892
H4 2.9193 -4.1015 6.9126
H5 3.8882 -3.1451 5.7934
H6 2.9066 -4.4761 5.1828
H7 0.4887 -3.9725 6.9428
H8 0.3814 -4.3279 5.2196
H9 -0.4109 -2.8918 5.8838
H10 -0.1534 -2.6771 3.6451
H11 -2.1202 -3.9182 1.4329
H12 -2.6064 -5.1498 -2.6158
H13 -3.4503 -2.6222 -4.1865
H14 -3.1789 -4.3443 -4.4590
H15 -2.6481 -3.1781 -5.6579
H16 -1.3791 -1.0835 -4.1478
H17 -0.6079 -1.9825 -5.4625
H18 0.2239 -1.7567 -3.9271
H19 -0.9172 -5.3668 -4.1063
H20 0.4918 -4.3365 -3.9111
H21 -0.3728 -4.3563 -5.4462
H22 -2.7488 -6.1651 1.8454
H23 -4.3777 -6.7527 1.5324
H24 -4.1098 -5.0322 1.7608
H25 -1.9987 -7.3743 -0.2764
H26 -2.8511 -7.1064 -1.7972
H27 -3.6655 -7.9351 -0.4729
H28 -5.2020 -4.5115 -0.4369
H29 -5.5819 -6.2329 -0.5236
H30 -4.7855 -5.4349 -1.8807
H31 3.7197 -1.2507 4.6965
H32 5.3337 -1.1292 1.4868
H33 5.8037 0.5415 1.1532
H34 4.3021 -0.0921 0.4872
H35 5.6601 -0.5904 3.9115
H36 4.7133 0.6982 4.6864
H37 5.9737 1.0955 3.5265
H38 3.0192 1.8140 1.5235
H39 4.5192 2.4529 2.1963
H40 3.1602 2.1176 3.2686
C29 1.5439 4.5515 4.0771
C30 0.1036 4.9450 4.3971
C31 -0.4019 6.0037 3.4209
C32 -0.8209 3.7125 4.3920
N1 -0.8510 3.0932 3.0998
C33 -0.0354 2.1621 2.5668
N2 -0.3638 2.0198 1.3050
N3 -1.3721 2.8534 1.0757
N4 -1.6733 3.4957 2.1270
H41 2.1956 5.4181 4.1569
H42 1.6317 4.1626 3.0626
H43 1.9007 3.7961 4.7748
H44 0.0665 5.3534 5.4129
H45 -0.4515 5.6096 2.4075
H46 0.2668 6.8607 3.4189
H47 -1.3968 6.3406 3.6998
H48 -1.8408 4.0175 4.6321
H49 -0.4719 2.9770 5.1196
H50 0.7278 1.6246 3.0854
O3 1.8887 0.2528 -2.1100
S1 3.0552 -0.5020 -1.5854
C34 3.7513 -1.2384 -3.1508
C35 3.7909 -2.7417 -2.9748
C36 2.5320 -3.0974 -2.1919
C37 2.5117 -2.1678 -1.0026
H51 4.7241 -0.7940 -3.3422
H52 3.0589 -0.9324 -3.9310
H53 4.6731 -3.0302 -2.4006
H54 3.8248 -3.2573 -3.9368
H55 2.5219 -4.1464 -1.8887
H56 1.6521 -2.9041 -2.8045
H57 3.2328 -2.4555 -0.2372
H58 1.5248 -2.0679 -0.5592
C38 0.5878 2.7880 -4.0980
Si1 -1.2997 2.5969 -3.8729
C39 -2.1308 4.3329 -3.8737
C40 -2.1256 1.5804 -5.2765
As1 -1.5354 1.6539 -1.7460
Si2 -3.7627 1.0420 -1.4154
C41 -4.3442 -0.5224 -2.3643
C42 -4.0118 0.7180 0.4546
C43 -4.9295 2.4752 -1.9290
H59 0.8957 2.9845 -5.1186
H60 1.0758 1.8801 -3.7532
H61 0.9512 3.5990 -3.4707
H62 -2.0152 4.8481 -4.8210
H63 -1.7086 4.9591 -3.0928
H64 -3.1931 4.2410 -3.6735
H65 -2.2552 2.1718 -6.1786
H66 -3.1057 1.2353 -4.9565
H67 -1.5316 0.7084 -5.5284
H68 -3.7399 -1.3834 -2.0952
H69 -4.2638 -0.3798 -3.4392
H70 -5.3817 -0.7652 -2.1462
H71 -3.2373 0.0412 0.8156
H72 -4.9716 0.2638 0.6868
H73 -3.9352 1.6428 1.0198
H74 -4.9314 2.6069 -3.0076
H75 -4.6104 3.4118 -1.4786
H76 -5.9539 2.2939 -1.6236

Forces on atoms 1 to 3 (eV/Å):
0.3 -0.3 0.1
0.0 -0.2 -0.1
0.0 -0.1 0.1